# 1
A 4-piece molecular cluster, C2H13NO3 overall at a distorted geometry. Source: OMol25; level of theory: ωB97M-V with the def2-TZVPD basis set.

Calculated values
SMILES: CCN.O.O.O
HOMO energy: -9.40 eV
Gap between HOMO and LUMO: 10.07 eV

Each line ends with the Löwdin charge.
CARTESIAN COORDINATES (ANGSTROEM)
O  -0.71697  -0.64744  0.05094  -0.10
O  -4.47156  -0.42935  -1.43851  -0.11
O  -2.98800  2.66546  1.18307  -0.07
N  1.93034  -0.34869  0.40240  -0.03
C  4.14203  -0.67574  -0.79714  -0.11
C  3.36818  -0.79542  0.55512  -0.29
H  5.17012  -0.93378  -0.56456  0.06
H  -4.03114  -0.02878  -0.65826  0.03
H  3.33270  -1.89286  0.86979  0.12
H  1.92184  0.58560  0.28280  0.01
H  1.11200  -0.56248  1.00208  0.08
H  -1.21270  -0.88225  -0.75147  0.04
H  3.88773  -0.27127  1.41240  0.10
H  3.97674  0.27361  -1.33094  0.07
H  -4.22320  -1.42546  -1.38128  0.08
H  -3.15570  3.33104  1.86986  0.04
H  0.18795  -0.41254  -0.25558  -0.01
H  3.73904  -1.47192  -1.48181  0.08
H  -3.86669  2.24946  1.25834  0.04

***

# 2
An isolated molecule of C10H13N3 at a distorted geometry. Source: OMol25; level of theory: ωB97M-V with the def2-TZVPD basis set.

Calculated values
SMILES: C[C@H]1C=NN(N)[C@@H]1c1ccccc1
HOMO energy: -8.35 eV
Gap between HOMO and LUMO: 9.17 eV

Each line ends with the Löwdin charge.
CARTESIAN COORDINATES (ANGSTROEM)
N  0.49968  -2.15559  -1.80907  0.06
N  -0.67913  -1.53348  -1.42941  -0.22
N  -1.26112  -0.78670  -2.50156  0.04
C  -0.43618  -0.83638  -0.10983  -0.17
C  1.42304  -2.00964  -0.98147  -0.18
C  -0.47194  0.73323  -0.22332  -0.18
C  -1.21809  1.57624  0.65879  -0.04
C  0.73423  2.74863  -1.03705  -0.06
C  -1.00372  2.94722  0.63811  -0.07
C  0.09314  3.50659  -0.09041  -0.08
C  1.01186  -1.34619  0.30178  -0.31
C  0.54061  1.33786  -0.97442  -0.08
C  1.05291  -2.33063  1.46131  -0.09
H  0.29719  4.51975  -0.10275  0.07
H  1.78115  -0.42016  0.46120  0.18
H  -0.74375  0.12802  -2.53320  0.06
H  1.57963  2.98513  -1.64896  0.10
H  -2.23116  -0.49468  -2.11101  0.12
H  -1.56320  3.54962  1.36694  0.11
H  1.98118  -2.08987  2.04376  0.08
H  2.39410  -2.47039  -1.30454  0.13
H  -1.13199  -1.28645  0.68206  0.14
H  1.07558  0.72059  -1.67159  0.10
H  -1.90270  1.09825  1.33672  0.10
H  1.09034  -3.44142  1.24978  0.09
H  0.13034  -2.17089  2.15390  0.10

***

# 3
C13H23INPTi as an isolated structure at a distorted geometry. Source: OMol25; level of theory: ωB97M-V with the def2-TZVPD basis set.

Calculated values
Spin multiplicity: 3
Expectation value of S²: 2.009
HOMO energy (alpha / beta): -6.82 / -7.28 eV
Gap between HOMO and LUMO (alpha / beta): 6.76 / 7.00 eV

Each line ends with the Mulliken spin population.
CARTESIAN COORDINATES (ANGSTROEM)
I  2.57892  0.74097  0.48591  0.02
Ti  0.85226  -1.20681  0.47021  1.99
P  -1.38222  -1.86783  0.74627  0.01
N  -1.55578  2.05567  -2.47717  0.00
C  0.76796  0.90920  -3.09046  0.01
C  0.07155  -3.37168  -2.70865  0.01
C  -2.51934  1.03587  -2.75799  0.00
C  -1.72892  2.82650  -1.27465  0.00
C  0.51441  -1.37081  -3.97579  -0.01
C  0.35100  -2.75287  -3.92796  0.01
C  0.26492  -1.18022  -1.58669  -0.04
C  0.44995  -0.53983  -2.83724  -0.04
C  -0.00201  -2.57541  -1.56828  -0.13
C  -0.47702  -3.22011  -0.28443  0.13
C  -1.63225  -2.56259  2.39556  0.02
C  -0.28148  2.07991  -3.11598  0.00
C  -2.99944  -1.93251  -0.05839  0.01
H  0.72913  -0.91059  -4.95097  0.00
H  -3.06233  0.78938  -1.83217  0.00
H  -2.03103  0.14810  -3.18531  0.00
H  -2.14174  -3.53381  2.36050  0.00
H  1.17617  0.95012  -4.11755  0.00
H  -2.52046  3.57678  -1.40351  0.00
H  -0.05452  -4.45091  -2.59135  0.00
H  0.01301  -0.38703  2.03249  0.00
H  -2.03121  2.18134  -0.43343  0.00
H  -3.61947  -1.11495  0.32375  0.00
H  -3.26309  1.39354  -3.48703  0.00
H  0.44430  -3.35143  -4.82347  0.00
H  -2.90581  -1.83390  -1.14470  0.00
H  -0.49889  2.30005  -4.17149  0.00
H  -0.67432  -2.66263  2.92001  -0.02
H  -3.49375  -2.88987  0.15172  0.00
H  0.66863  -0.60292  2.27652  0.00
H  0.22421  2.96181  -2.70154  0.00
H  -1.27093  -3.97244  -0.39666  0.00
H  -2.24991  -1.84845  2.95944  0.00
H  0.34112  -3.69174  0.29887  0.02
H  -0.79550  3.36200  -1.05302  0.00
H  1.57486  1.21687  -2.41225  0.00

***

# 4
C25H44N11O2Ru as an isolated structure. Source: OMol25; level of theory: ωB97M-V with the def2-TZVPD basis set.

Calculated values
Total charge: +2
Spin multiplicity: 2
Expectation value of S²: 0.754
HOMO energy (alpha / beta): -14.07 / -14.07 eV
Gap between HOMO and LUMO (alpha / beta): 8.22 / 6.50 eV

Each line ends with the Mulliken spin population.
CARTESIAN COORDINATES (ANGSTROEM)
Ru  -0.00738  0.17430  -0.28588  0.98
O  -2.00291  0.68792  -0.22605  -0.01
O  -0.49472  2.22397  -0.07394  0.05
N  2.61530  1.17081  -0.94306  -0.02
N  -0.22393  0.12510  -2.39052  -0.12
N  -0.70759  -1.75070  0.12632  0.03
N  0.86471  -0.42996  -4.52180  0.00
N  2.07922  0.01348  -0.26822  -0.01
N  -1.51335  -0.78097  -4.28083  0.00
N  0.09662  0.39218  4.03258  0.00
N  -1.43239  -1.69110  10.29357  0.00
N  -0.63223  1.46292  -4.40548  0.00
N  0.24126  0.40294  1.83422  0.00
N  -0.16173  -2.83307  -0.65485  -0.03
C  0.86682  1.53218  2.33789  0.00
C  1.01214  -0.39821  -3.09336  0.04
C  -0.23234  -0.04304  5.36227  0.00
C  4.68255  1.31986  0.45617  0.00
C  0.68363  0.16195  6.38126  0.00
C  0.79324  1.52470  3.69157  0.00
C  -0.23539  -5.09943  -1.42150  0.00
C  -1.36835  -0.76307  -2.85140  0.02
C  -0.81278  -4.60906  0.97107  0.00
C  4.10976  1.23224  -0.95792  0.01
C  -0.85056  -0.88635  7.90628  0.00
C  -1.74840  0.58296  -4.76218  0.00
C  -1.45520  -0.65379  5.59256  0.00
C  -0.91820  -4.12153  -0.47527  0.01
C  -1.17392  -1.33148  9.23479  0.00
C  -1.76127  -1.08417  6.87151  0.00
C  0.36792  -0.25844  7.66164  0.00
C  -0.21822  -0.24626  2.89726  0.00
C  -2.38205  -3.93200  -0.86531  0.00
C  4.42456  2.49868  -1.74339  0.00
C  -0.27222  -1.28262  -4.87856  0.00
C  -1.71951  1.90731  -0.04293  0.01
C  4.64541  0.00432  -1.68725  0.00
C  -0.49673  1.50316  -2.97659  0.01
C  0.59720  0.93150  -4.99907  0.00
H  4.12260  -0.15923  -2.63145  0.00
H  -1.70380  -1.69348  -0.08974  0.00
H  -2.49648  2.65434  0.13088  0.00
H  -0.71196  -6.07644  -1.35345  0.00
H  1.13046  2.23501  4.42547  0.00
H  2.43269  -0.03928  0.68984  0.00
H  -2.18422  -0.76396  4.80024  0.00
H  -0.08498  -2.29906  -4.52712  0.00
H  0.49298  0.91553  -6.08284  0.00
H  -2.28065  -0.38604  -2.38883  -0.01
H  -1.13720  -1.76348  -2.49469  0.01
H  -2.96278  -3.41286  -0.09738  0.00
H  4.41338  0.45868  1.07522  0.00
H  -0.37770  -1.30146  -5.96215  0.00
H  4.59120  -0.90446  -1.08053  0.00
H  -2.49656  -3.41240  -1.81738  0.00
H  5.77141  1.33929  0.42180  0.00
H  1.28392  2.29336  1.70329  0.00
H  3.96120  3.37537  -1.28493  0.00
H  -1.29139  -3.92025  1.67459  0.00
H  -1.42363  1.87321  -2.54050  0.00
H  1.84054  0.25533  -2.81429  0.00
H  2.43954  -0.79727  -0.76953  0.01
H  1.17800  -1.41283  -2.71760  -0.01
H  -0.63232  -1.96991  1.11690  0.01
H  -1.85596  0.56587  -5.84559  0.00
H  4.07294  2.41718  -2.77157  0.00
H  -0.74375  -1.18626  2.91806  0.00
H  2.26045  1.98059  -0.44042  0.00
H  -2.84260  -4.91224  -0.98094  0.00
H  1.43517  1.57904  -4.73642  0.00
H  -0.30434  -4.75438  -2.45327  0.00
H  -2.67007  0.96921  -4.32437  0.00
H  4.35253  2.23214  0.95871  0.00
H  -1.31960  -5.56606  1.08980  0.00
H  -2.71142  -1.55742  7.07542  0.00
H  5.69918  0.15215  -1.91987  0.00
H  1.64335  0.62107  6.18573  0.00
H  0.77598  -2.98850  -0.29144  0.00
H  5.50069  2.66771  -1.76050  0.00
H  0.81903  -5.22947  -1.16701  0.00
H  1.06911  -0.11127  8.47099  0.00
H  0.23001  -4.75253  1.26532  0.00
H  0.33534  2.14836  -2.69032  0.00

***

# 5
C10H10N2O as an isolated structure at a distorted geometry. Source: OMol25; level of theory: ωB97M-V with the def2-TZVPD basis set.

Calculated values
HOMO energy: -7.70 eV
Gap between HOMO and LUMO: 7.46 eV

Each line ends with the Löwdin charge.
CARTESIAN COORDINATES (ANGSTROEM)
O  -3.21660  0.61030  -0.25743  -0.22
N  4.28510  -0.79082  -0.15137  0.04
N  2.02162  -0.98575  0.03374  0.13
C  -0.95134  1.31560  0.25900  0.05
C  1.67150  1.71509  0.08628  -0.03
C  0.46867  1.02439  0.07401  -0.12
C  -4.23120  -0.24181  -0.02424  -0.21
C  2.93913  1.13474  -0.05206  -0.01
C  3.08022  -0.26473  -0.04033  -0.57
C  -1.93514  0.28271  0.05771  -0.25
C  0.71307  -0.51553  0.07881  -0.16
C  -1.67183  -1.17905  0.05392  -0.02
C  -0.28806  -1.48784  0.23428  -0.04
H  -1.18121  2.33963  0.45465  0.10
H  1.44486  2.75767  0.08813  0.10
H  -0.29658  -2.53915  0.29778  0.08
H  -4.87850  -0.17496  1.31902  0.18
H  3.77882  1.61306  -0.35457  0.05
H  -2.31192  -2.06053  -0.53003  0.15
H  -5.03283  0.43652  -1.07185  0.18
H  5.06947  0.21161  -0.55176  0.25
H  4.52820  -1.68214  0.56024  0.19
H  -4.00545  -1.51900  -0.56392  0.14

***

# 6
A 2-piece molecular cluster, C5H13NO5P overall at a distorted geometry. Source: OMol25; level of theory: ωB97M-V with the def2-TZVPD basis set.

Calculated values
Total charge: -1
HOMO energy: -3.48 eV
Gap between HOMO and LUMO: 6.80 eV

Each line ends with the Löwdin charge.
CARTESIAN COORDINATES (ANGSTROEM)
P  1.28309  3.28112  -1.19934  0.49
O  2.48495  4.45724  -0.54687  -0.39
O  -0.52531  -0.19969  -0.44431  -0.08
O  1.35146  -1.23889  -1.08377  0.00
O  -0.00667  3.58074  -0.60125  -0.50
O  1.90832  1.97879  -0.22869  -0.36
N  0.65221  0.19005  -2.56135  0.17
C  -1.56210  0.82785  -0.43281  -0.17
C  -2.61631  0.60156  0.74716  -0.02
C  0.76684  -2.81070  0.83460  -0.06
C  1.42991  -1.53372  0.27561  -0.28
C  0.46852  -0.30120  -1.41357  -0.55
H  1.12873  -3.28585  1.69933  0.03
H  -3.00018  1.57686  0.69397  0.05
H  3.25295  3.99923  -0.17458  -0.03
H  -1.99966  0.80719  -1.36911  0.08
H  -0.96439  1.78988  -0.51895  0.09
H  -0.34662  -2.54568  0.98230  0.09
H  0.90481  -3.49673  -0.06652  0.09
H  0.02545  0.96170  -2.74248  0.03
H  -3.24611  -0.15859  0.52770  0.02
H  -1.97438  0.39116  1.67040  0.10
H  2.86946  2.11520  -0.11979  0.01
H  1.01787  -0.76097  0.76876  0.06
H  2.54553  -1.63139  0.48186  0.14

***

no.,E_tot (a.u.)
1,-364.41999
2,-552.99846
3,-2052.28661
4,-1826.18501
5,-571.47714
6,-970.66153